{"formula": "C25H46BrI2N3O8", "method": "wB97M-V/def2-TZVPD", "symbols": ["C", "C", "C", "C", "C", "O", "N", "C", "Br", "O", "C", "C", "C", "C", "O", "O", "C", "I", "C", "C", "I", "H", "H", "H", "H", "H", "H", "H", "H", "H", "H", "H", "H", "H", "H", "H", "H", "C", "O", "C", "C", "N", "C", "C", "O", "C", "H", "H", "H", "H", "H", "H", "H", "H", "H", "H", "H", "H", "H", "H", "H", "C", "O", "C", "C", "N", "C", "C", "O", "C", "H", "H", "H", "H", "H", "H", "H", "H", "H", "H", "H", "H", "H", "H", "H"], "coordinates": [[3.385004, -1.373588, -2.004385], [2.941461, -0.976995, -3.191580], [2.021477, -0.430001, -4.384861], [2.192173, 1.140060, -4.723155], [1.014305, 1.388907, -5.815764], [1.039455, 1.243462, -7.078545], [-0.091897, 1.877864, -4.951859], [0.303437, 2.180409, -3.514839], [-0.401815, 3.941198, -2.795327], [-0.291757, 1.055356, -2.813437], [-1.679401, 1.285950, -2.441375], [-2.346073, -0.210245, -2.269809], [1.949019, 2.259823, -3.594940], [2.283217, 3.638803, -4.436899], [2.831127, 4.652776, -3.542520], [2.528888, 5.836566, -4.109626], [2.742934, 2.202570, -2.197867], [1.707032, 2.131354, -0.241977], [4.197196, 2.175351, -2.087727], [4.942533, 2.132290, -0.629765], [5.503570, 2.169829, -3.822533], [3.708831, -1.627157, -0.918758], [0.899216, -0.713875, -4.248240], [2.355555, -1.008840, -5.343930], [3.139761, 1.206648, -5.393308], [-0.849080, 1.186129, -5.075336], [-2.313737, 1.788316, -3.284133], [-1.822351, 1.796447, -1.413549], [-1.561176, -1.035253, -2.119696], [-3.154501, -0.170587, -1.444550], [-2.915642, -0.437332, -3.265161], [1.397033, 4.006019, -5.068634], [3.122506, 3.355001, -5.200859], [1.863739, 6.287156, -3.520151], [6.072522, 2.365770, -0.817393], [4.934125, 1.062819, -0.170051], [4.569279, 2.947083, 0.088138], [3.929517, 2.700994, 7.513372], [2.758720, 3.002548, 6.765437], [3.003840, 3.835765, 5.625793], [2.875512, 3.030178, 4.327625], [3.985945, 2.090611, 4.163520], [3.775324, 1.085665, 3.116297], [2.553290, 0.156376, 3.239351], [2.628378, -0.779531, 4.311086], [2.290304, -0.253473, 5.584238], [3.617939, 2.268451, 8.465065], [4.544725, 1.960910, 6.995093], [4.516778, 3.599782, 7.713159], [3.966689, 4.348581, 5.692861], [2.221990, 4.598945, 5.635108], [2.866228, 3.723596, 3.478543], [1.912494, 2.513432, 4.358038], [4.142007, 1.603624, 5.040575], [4.672585, 0.457556, 3.109216], [3.742609, 1.594339, 2.146620], [2.519663, -0.448256, 2.326293], [1.603923, 0.702248, 3.265494], [1.501795, 0.502445, 5.528207], [3.181402, 0.155456, 6.065602], [1.935968, -1.072787, 6.211879], [-8.058979, -4.206447, -1.119322], [-7.487227, -3.394341, -0.102097], [-7.261890, -4.090518, 1.129936], [-5.764258, -4.336186, 1.347698], [-5.242052, -5.341942, 0.421160], [-3.777929, -5.406607, 0.363819], [-3.010889, -4.135242, -0.042006], [-3.181301, -3.751590, -1.403779], [-4.383177, -3.050252, -1.677616], [-8.400324, -3.550031, -1.920893], [-7.315137, -4.888378, -1.539405], [-8.913547, -4.772853, -0.743180], [-7.838841, -5.016936, 1.188340], [-7.619967, -3.428145, 1.921684], [-5.606740, -4.682132, 2.375851], [-5.255257, -3.376073, 1.227897], [-5.585273, -5.143265, -0.513404], [-3.533913, -6.188819, -0.362687], [-3.406329, -5.754221, 1.333847], [-1.944047, -4.359078, 0.066410], [-3.203773, -3.290032, 0.627344], [-4.687470, -2.402859, -0.850083], [-5.177278, -3.758326, -1.924655], [-4.224945, -2.427756, -2.559646]], "atomic_forces_ev_per_a": [[-2.599, 2.361, -5.944], [0.818, -1.521, 6.654], [0.852, -1.158, -0.078], [0.530, -1.238, -2.181], [0.444, 0.832, -0.690], [-0.500, 0.348, 5.889], [1.098, -0.142, -1.355], [0.002, -2.145, -1.520], [0.353, -0.773, -0.689], [0.070, 2.389, 0.473], [-1.978, -2.116, 0.533], [-0.451, 0.703, -1.068], [-0.723, 0.196, -0.761], [1.109, -1.073, -0.534], [-0.760, -3.251, 0.286], [-1.025, 3.632, -0.752], [3.968, -0.349, -0.577], [0.543, -0.011, -1.655], [-3.902, 0.041, 1.520], [1.302, 0.029, -1.328], [-0.767, -0.001, 1.282], [-0.584, 0.505, -2.814], [2.138, 0.493, 0.331], [-0.561, 1.152, 1.687], [-1.278, 0.266, 1.883], [0.073, 1.048, 0.496], [1.484, -0.478, 1.622], [0.688, -0.397, -1.915], [-1.242, 1.376, 0.072], [1.529, -0.239, -1.222], [1.073, 0.202, 1.783], [1.188, -0.365, 1.420], [-1.464, 0.558, 1.365], [0.761, -0.941, -0.510], [-2.071, -0.406, 0.263], [-0.389, 1.929, -0.783], [0.258, -1.448, -1.158], [-0.391, -0.116, -0.047], [0.541, 0.246, -0.012], [-0.559, -0.368, -0.271], [0.458, 0.083, 0.371], [-0.238, -0.060, 0.055], [0.055, -0.061, 0.308], [0.370, -0.220, -0.254], [-0.219, 0.325, -0.165], [0.180, -0.262, -0.013], [-0.070, 0.052, -0.074], [0.213, 0.065, 0.037], [0.067, -0.002, -0.028], [0.093, -0.169, 0.022], [0.011, 0.022, -0.041], [-0.004, -0.063, 0.019], [-0.194, 0.133, 0.007], [-0.044, 0.150, -0.169], [-0.112, -0.029, -0.067], [-0.131, -0.020, 0.054], [0.031, 0.012, 0.084], [0.008, 0.091, 0.180], [0.113, 0.047, -0.021], [-0.145, 0.191, 0.142], [-0.012, -0.051, -0.138], [0.188, 0.359, 0.056], [-0.260, -0.529, 0.029], [0.551, 0.461, 0.056], [-0.420, -0.303, -0.307], [0.054, 0.263, 0.004], [-0.191, 0.053, -0.262], [0.271, -0.362, -0.080], [-0.056, 0.154, 0.372], [0.148, -0.196, -0.246], [0.032, 0.035, 0.103], [-0.112, -0.192, -0.036], [0.009, -0.071, -0.005], [0.078, -0.063, -0.167], [0.012, -0.027, 0.037], [0.022, 0.020, -0.066], [-0.057, 0.168, 0.154], [0.034, -0.037, 0.225], [0.091, 0.086, 0.073], [0.004, 0.123, 0.008], [-0.087, -0.002, -0.076], [-0.196, 0.040, -0.057], [-0.046, -0.116, 0.021], [-0.206, 0.168, 0.106], [0.127, -0.041, 0.051]], "mulliken_charge": [-0.277, -0.421, -0.351, -0.115, 0.113, -0.617, -0.072, -0.889, -0.079, 0.044, -0.414, -0.957, 2.086, -0.642, 0.015, -0.525, -1.155, 0.011, 0.024, -0.894, 0.019, 0.322, 0.175, 0.428, 0.402, 0.328, 0.342, 0.260, 0.275, 0.303, 0.265, 0.424, 0.375, 0.328, 0.427, 0.111, 0.333, -0.700, -0.334, -0.823, -0.119, -0.338, 0.042, -0.466, -0.468, -0.521, 0.232, 0.296, 0.333, 0.403, 0.383, 0.355, 0.166, 0.080, 0.392, -0.279, 0.287, 0.342, 0.261, 0.153, 0.315, -0.708, -0.327, -0.809, -0.137, -0.339, -0.746, -0.430, -0.435, -0.506, 0.233, 0.294, 0.332, 0.394, 0.390, 0.396, 0.118, 0.096, 0.373, 0.395, 0.361, 0.327, 0.247, 0.233, 0.254], "smiles": "C#CC[C@H]1C(=O)N[C@@](Br)(OCC)[C@@]1(COO)/C(I)=C(/C)I.COCCNCCOC.COCCNCCOC", "homo_energy_ev": -8.7, "total_charge": 0, "orbital_gap_ev": 8.313}